Molecular formula: C17H54N2O18
Method: DFT, the ωB97M-V functional and the def2-TZVPD basis

Geometry (Å):
C -1.7265 -1.7451 -4.1268
C -1.7259 -1.2433 -5.5588
O -0.6788 -1.9162 -6.2160
O -1.9535 -3.1802 -4.1019
H -2.5227 -1.4139 -3.4580
H -0.8499 -1.4480 -3.5459
H -1.7528 -0.1536 -5.6378
H -2.7348 -1.4140 -5.9475
H -0.3628 -1.3216 -6.9012
H -1.4341 -3.5477 -4.8247
C -1.5792 2.0843 4.2762
C -2.3162 2.6208 5.5488
O -3.5934 3.1938 5.2633
O -1.1198 3.1858 3.4661
H -2.1115 1.3559 3.6671
H -0.6194 1.6518 4.5686
H -1.6603 3.3150 6.0773
H -2.5958 1.7973 6.2068
H -3.4698 3.6981 4.4520
H -0.5201 3.7943 3.9030
C -4.6821 0.1141 3.1239
C -6.0053 -0.5367 2.7656
O -6.3042 -1.5908 3.5918
O -3.5412 -0.5785 2.5878
H -4.6829 0.3789 4.1828
H -4.6172 1.0542 2.5729
H -5.8303 -0.9615 1.7731
H -6.8375 0.1623 2.8443
H -5.7702 -2.3542 3.3608
H -3.3792 -1.4233 3.0175
C 2.1584 -3.3845 -2.9480
C 1.6176 -3.8409 -1.5894
O 0.2104 -3.7862 -1.4470
O 1.7652 -4.1189 -4.0875
H 3.2476 -3.4379 -2.9847
H 1.8548 -2.3536 -3.1424
H 2.1099 -3.1421 -0.9079
H 2.0089 -4.7528 -1.1312
H -0.1765 -4.5010 -1.9595
H 0.9062 -4.5025 -3.8895
C -0.2694 -0.4109 1.1853
C -0.2705 -0.0268 -0.2944
O 0.5453 -0.9335 -1.0518
O 1.0728 -0.9200 1.4698
H -0.9491 -1.2393 1.3881
H -0.5247 0.4240 1.8376
H 0.1035 0.9713 -0.5272
H -1.2927 -0.0091 -0.6783
H 0.3121 -1.8155 -0.7431
H 1.1781 -1.0121 2.4255
C 3.3352 0.2981 -4.1286
C 1.8258 0.3929 -4.3553
O 1.1885 1.0004 -3.2421
O 3.8913 1.5342 -3.9164
H 3.7660 0.1118 -5.1180
H 3.7225 -0.4583 -3.4417
H 1.4174 -0.6007 -4.5524
H 1.6424 1.0368 -5.2150
H 1.1885 0.4542 -2.4493
H 3.3378 1.9288 -3.2314
C 2.5106 -1.0227 4.7148
C 3.0205 -1.6900 6.0507
O 3.0812 -3.1118 5.8741
O 1.3123 -1.6415 4.2116
H 3.2194 -0.9780 3.8852
H 2.2384 0.0263 4.8352
H 2.3180 -1.3947 6.8302
H 4.0414 -1.3574 6.2398
H 3.6150 -3.5077 6.5666
H 1.4648 -2.5869 4.1145
C -1.0877 4.1340 -2.0834
C -0.4170 4.4148 -3.4232
O 0.9329 3.9675 -3.3723
O -0.6066 4.7284 -0.8692
H -1.0824 3.0673 -1.8527
H -2.1567 4.3073 -2.2438
H -0.3724 5.4355 -3.8004
H -0.8495 3.6695 -4.0949
H 0.8236 3.0158 -3.4585
H -0.4982 5.6735 -1.0074
C 4.2882 0.1169 0.0884
O 5.4030 0.5797 -0.2205
N 4.0567 -1.1555 0.4614
N 3.1128 0.7808 -0.0417
H 4.8252 -1.7968 0.5718
H 3.1363 -1.5110 0.6691
H 3.1178 1.7803 -0.1644
H 2.3381 0.3063 0.3991
O -2.2714 2.9682 0.8751
H -1.9339 3.1817 1.7511
H -1.5262 3.1157 0.2886

Results
**Kohn-Sham gap**: 9.489 eV
**Energy relative to the best compared isomer or geometry (same formula, charge and spin)**: 0.000 eV
**SMILES**: NC(N)=O.OCCO.OCCO.OCCO.OCCO.OCCO.OCCO.OCCO.OCCO.O

=====

Molecular formula: BF4H18O9
Method: DFT, the ωB97M-V functional and the def2-TZVPD basis

Geometry (Å):
B 0.0928 -0.1132 0.9556
F -0.0191 -1.4633 1.0377
F 0.5959 0.3938 2.1242
F 0.9157 0.2224 -0.1895
F -1.2005 0.3950 0.7228
O -0.4841 -0.0749 -2.8404
H 0.0976 -0.0959 -2.1002
H -0.9770 -0.8767 -2.8796
O 1.9263 1.8142 -2.2680
H 1.1588 2.3266 -2.5417
H 1.7223 1.5731 -1.3955
O 0.0615 2.9052 2.4788
H 0.3915 2.0022 2.6061
H -0.2430 3.0056 1.5415
O -0.4402 3.0883 -0.2432
H -0.9154 2.2976 -0.1802
H -0.6428 3.6164 -1.0108
O 0.6051 -3.4051 -0.9666
H 1.0085 -2.7950 -1.5499
H 0.1738 -2.7827 -0.3712
O -2.7976 -1.8288 0.4777
H -2.2567 -1.1332 0.8315
H -3.2409 -2.4906 1.0277
O 2.7529 -2.0989 1.8521
H 3.0785 -2.4623 1.0037
H 1.8509 -1.9869 1.6993
O 3.2421 0.5648 1.0181
H 2.3396 0.4158 0.7044
H 3.3001 -0.2151 1.5446
O -3.9626 0.1412 -1.1090
H -4.5450 -0.5023 -1.5150
H -3.5890 -0.4374 -0.4653

Results
**Kohn-Sham gap**: 9.828 eV
**Total charge**: -1
**Energy relative to the best compared isomer or geometry (same formula, charge and spin)**: 0.842 eV

=====

Molecular formula: C5H6N4
Method: DFT, the ωB97M-V functional and the def2-TZVPD basis

Geometry (Å):
C 0.8307 -1.2678 0.3652
C 3.5159 -0.4839 -0.1894
C 0.1994 0.0083 0.3367
C -2.1172 -0.1910 -0.5274
C -1.2283 -0.0899 0.6791
N 1.1690 -2.3699 0.3707
N 2.8380 0.4954 -0.2080
N 0.6842 1.1585 0.0254
N 1.9153 1.4028 -0.3603
H -1.8168 0.6386 -1.1784
H -3.1838 -0.2085 -0.1717
H -1.7603 -0.9829 -1.1220
H -1.4859 -1.1026 1.2483
H -1.6751 0.6825 1.4372
H 2.1148 2.3104 -0.7052

Results
**Kohn-Sham gap**: 9.422 eV
**Energy relative to the best compared isomer or geometry (same formula, charge and spin)**: 4.007 eV

=====

Molecular formula: C37H54BCl2N3O3P2SZr
Method: DFT, the ωB97M-V functional and the def2-TZVPD basis

Geometry (Å):
Zr -0.3864 -0.0050 0.2440
C 1.5464 -3.2311 -4.8953
C 0.6126 -2.0614 -4.5750
C -0.6465 -2.1859 -5.4412
C 1.3248 -0.7540 -4.9643
P 0.1316 -1.7624 -2.7808
C 1.8346 -1.8877 -2.0001
N 2.2972 -0.5429 -1.6501
B 1.5644 0.3952 -0.8348
N 2.4427 1.5037 -0.6379
C 2.0871 2.6719 0.1387
P 0.2150 2.7794 0.1534
C -0.1538 3.6786 -1.4378
C 0.3768 2.8558 -2.6231
C -1.6801 3.7832 -1.6049
C 0.4454 5.0802 -1.4775
C -0.0590 3.8288 1.6630
C 0.1126 2.8688 2.8513
C 0.9277 4.9890 1.8221
C -1.4971 4.3594 1.6824
C 3.6392 1.2710 -1.3153
C 4.7764 2.0460 -1.4399
C 5.8398 1.5439 -2.1934
C 5.7575 0.2935 -2.7934
C 4.6129 -0.4958 -2.6653
C 3.5520 -0.0012 -1.9282
C -0.8691 -3.2003 -2.0792
C -0.2473 -4.5906 -2.1988
C -2.2503 -3.1688 -2.7467
C -1.1127 -2.9168 -0.5787
H 1.6869 -3.2729 -5.9813
H 1.1448 -4.1938 -4.5828
H 2.5393 -3.1163 -4.4598
H -0.3882 -1.9519 -6.4788
H -1.4398 -1.5008 -5.1276
H -1.0447 -3.2017 -5.4292
H 1.6309 -0.8173 -6.0139
H 2.2202 -0.5705 -4.3649
H 0.6651 0.1092 -4.8485
H 2.5469 -2.3585 -2.6711
H 1.7961 -2.5019 -1.0966
H 2.5418 3.5734 -0.2811
H 2.4341 2.5878 1.1711
H 0.0054 1.8307 -2.6066
H 1.4671 2.8411 -2.6668
H 0.0061 3.3319 -3.5367
H -2.1494 2.8094 -1.5468
H -1.8968 4.1954 -2.5949
H -2.1384 4.4397 -0.8634
H 1.5076 5.1045 -1.2300
H -0.0813 5.7668 -0.8125
H 0.3403 5.4641 -2.4965
H 1.1006 2.4067 2.8857
H -0.6350 2.0720 2.8423
H -0.0208 3.4271 3.7823
H 1.9630 4.6482 1.8475
H 0.7286 5.4904 2.7744
H 0.8338 5.7338 1.0342
H -2.2269 3.5897 1.4219
H -1.6275 5.1988 0.9973
H -1.7354 4.7130 2.6900
H 4.8465 3.0141 -0.9584
H 6.7408 2.1333 -2.3018
H 6.5956 -0.0790 -3.3681
H 4.5623 -1.4717 -3.1331
H -0.2546 -4.9414 -3.2309
H -0.8224 -5.3126 -1.6077
H 0.7848 -4.6143 -1.8384
H -2.2174 -3.4905 -3.7843
H -2.6866 -2.1658 -2.7161
H -2.9236 -3.8453 -2.2104
H -0.1890 -3.0226 -0.0080
H -1.8348 -3.6281 -0.1718
H -1.5661 -1.9314 -0.4050
Cl -2.8497 0.7079 1.4895
C -3.7707 0.7570 -0.0125
C -5.1423 0.8877 0.0368
C -5.8384 0.9364 -1.1628
C -5.1337 0.8670 -2.3579
C -3.7549 0.7377 -2.3573
Cl -2.9146 0.6859 -3.8912
C -2.9936 0.6492 -1.1767
N -1.6429 0.5013 -1.1092
H -5.6516 0.9530 0.9888
H -6.9154 1.0309 -1.1670
H -5.6515 0.9192 -3.3062
C 0.4169 -7.2602 4.2443
C 0.5293 -5.8307 3.7874
C 1.1501 -5.5182 2.5822
C 1.2607 -4.2039 2.1526
C 0.7458 -3.1949 2.9533
C 0.1296 -3.4779 4.1684
C 0.0270 -4.7944 4.5743
S 0.7762 -1.5443 2.4046
O 1.4511 -1.5060 1.0924
O 1.3284 -0.7208 3.4349
O -0.6588 -1.1718 2.0855
H 0.3420 -7.9392 3.3953
H -0.4572 -7.4051 4.8782
H 1.2953 -7.5529 4.8238
H 1.5521 -6.3142 1.9656
H 1.7513 -3.9586 1.2203
H -0.2601 -2.6770 4.7840
H -0.4496 -5.0249 5.5201

Results
**Kohn-Sham gap**: 7.650 eV
**Energy relative to the best compared isomer or geometry (same formula, charge and spin)**: 2.146 eV

=====

Molecular formula: C22H26N4O6S
Method: DFT, the ωB97M-V functional and the def2-TZVPD basis

Geometry (Å):
C 4.8492 -4.3292 -2.2327
H 4.8134 -5.2499 -2.8126
O 3.5101 -3.9119 -2.1011
C 3.2488 -2.7634 -1.4256
C 1.9039 -2.3931 -1.3541
C 1.5249 -1.2517 -0.6807
C 2.4843 -0.4507 -0.0698
C 3.8206 -0.8109 -0.1456
C 4.2062 -1.9587 -0.8152
H 5.2529 -2.2143 -0.8520
H 4.5612 -0.1947 0.3393
N 2.0822 0.6997 0.6587
S 2.1804 0.5568 2.3266
O 2.1757 1.8802 2.8762
O 3.2347 -0.3432 2.6967
C 0.6358 -0.2341 2.6483
C 0.4045 -1.5994 2.6296
N -0.9204 -1.7424 2.8391
N -1.5480 -0.5710 2.9981
C -0.6246 0.3665 2.8885
C -0.9307 1.8129 3.0230
H -1.5658 1.9713 3.8915
H -1.4684 2.1797 2.1492
H -0.0051 2.3693 3.1370
H -1.4434 -2.6012 2.9139
C 1.3273 -2.7400 2.4358
H 1.2043 -3.1707 1.4419
H 1.1354 -3.5155 3.1755
H 2.3490 -2.3842 2.5367
C 2.2020 1.9943 0.0323
H 2.2718 2.7320 0.8378
H 3.1005 2.0721 -0.5890
C 0.9801 2.3465 -0.8301
O 1.0562 3.1055 -1.7672
N -0.1382 1.7248 -0.3846
C -1.4479 1.7601 -0.8705
C -1.8398 2.6005 -1.8940
C -3.1725 2.5962 -2.3152
C -4.0928 1.7589 -1.7054
C -3.6869 0.9098 -0.6736
C -2.3661 0.9012 -0.2598
H -2.0359 0.2515 0.5344
O -4.6671 0.1310 -0.1391
C -4.3230 -0.7750 0.8832
H -5.2565 -1.2532 1.1753
H -3.8828 -0.2724 1.7499
H -3.6261 -1.5371 0.5177
H -5.1300 1.7292 -1.9923
O -3.4659 3.4532 -3.3266
C -4.7886 3.5056 -3.8029
H -5.1085 2.5402 -4.2079
H -4.7850 4.2473 -4.6000
H -5.4860 3.8192 -3.0196
H -1.1359 3.2579 -2.3724
H 0.0166 1.1116 0.4079
H 0.4824 -0.9755 -0.6376
H 1.1739 -3.0212 -1.8399
H 5.3040 -4.5327 -1.2583
H 5.4493 -3.5875 -2.7685

Results
**Kohn-Sham gap**: 8.678 eV
**Energy relative to the best compared isomer or geometry (same formula, charge and spin)**: 3.217 eV
**SMILES**: COc1ccc(N(CC(=O)Nc2cc(OC)cc(OC)c2)S(=O)(=O)c2c(C)n[nH]c2C)cc1

=====

Molecular formula: C24H58CuN4O12P2
Method: DFT, the ωB97M-V functional and the def2-TZVPD basis

Geometry (Å):
Cu 0.2314 -0.2711 -1.1011
C 1.1187 -0.0104 -4.3889
O 1.4947 0.0859 -3.2650
N 1.6627 -0.7665 -5.3642
C 1.1445 -0.7582 -6.7164
C 2.8821 -1.5794 -5.1088
H 0.2285 0.5046 -4.7820
H 0.5727 -1.6593 -6.9384
H 2.0093 -0.6250 -7.3663
H 0.5436 0.1397 -6.8604
H 2.8296 -2.6343 -5.3784
H 3.7362 -1.1068 -5.5936
H 3.1394 -1.5637 -4.0497
C -0.5262 -3.7915 -1.3526
O -0.2525 -2.6866 -1.8494
N 0.3487 -4.8376 -1.3854
C 0.0356 -6.0765 -0.6147
C 1.7333 -4.7181 -1.8864
H -1.4941 -4.0142 -0.8775
H -0.2739 -6.9434 -1.1985
H -0.8192 -5.9854 0.0554
H 0.8698 -6.4515 -0.0217
H 1.8983 -3.7926 -2.4381
H 2.3925 -4.6440 -1.0215
H 2.0137 -5.5801 -2.4919
C 3.2660 -1.6353 0.2593
O 2.3730 -1.1232 -0.3538
N 3.4660 -1.4080 1.5847
C 4.3656 -2.2778 2.3584
C 2.6357 -0.3866 2.3196
H 3.8431 -2.4710 -0.1659
H 4.7820 -2.9348 1.5947
H 3.7975 -2.9513 3.0002
H 5.1728 -1.7693 2.8857
H 2.1468 -0.7738 3.2136
H 3.2589 0.4407 2.6590
H 1.8387 0.0195 1.6968
C -2.3683 1.3225 -2.7190
O -1.3267 0.9428 -2.2496
N -3.2606 2.0074 -2.0393
C -4.4979 2.4995 -2.6965
C -3.1059 2.2382 -0.5860
H -2.6503 1.2117 -3.7775
H -4.3500 2.8576 -3.7153
H -5.0097 3.2786 -2.1315
H -5.1619 1.6357 -2.6635
H -2.1322 1.8946 -0.2368
H -3.3295 3.2728 -0.3257
H -3.8807 1.7868 0.0337
C -4.0403 -1.8606 -0.0152
C -3.7668 -2.6331 1.2560
O -3.1309 -1.7745 2.1805
P -1.4823 -1.5389 2.2022
O -0.8792 -0.8882 1.0097
O -1.2847 -0.6671 3.5718
C -1.5380 0.7023 3.5076
C -2.9867 1.0812 4.0028
O -0.9439 -3.0024 2.6246
C 0.3863 -3.4923 2.3754
C 1.0581 -4.2857 3.4697
H -3.1561 -1.4301 -0.4853
H -4.4773 -2.5582 -0.7297
H -4.7380 -1.0510 0.1989
H -4.7232 -2.9753 1.6514
H -3.2008 -3.5442 1.0617
H -0.8144 1.2209 4.1365
H -1.3627 1.0726 2.4975
H -3.1705 2.1503 3.8965
H -3.6636 0.5192 3.3594
H -3.2356 0.7643 5.0156
H 0.2822 -4.1072 1.4814
H 1.1064 -2.7216 2.1006
H 1.1516 -3.6614 4.3583
H 0.4811 -5.1857 3.6820
H 2.0515 -4.6347 3.1878
C 2.6007 3.3129 4.2341
C 1.3899 3.1132 3.3252
O 1.6762 3.5466 2.0220
P 0.7248 3.3375 0.7377
O 0.6716 1.9107 0.2914
O -0.7256 4.0561 1.1752
C -0.8939 5.4143 1.5177
C -1.7677 5.9316 0.3959
O 1.3936 4.4477 -0.3296
C 1.0198 4.3520 -1.7261
C 1.9142 3.2619 -2.3951
H 3.4926 2.9346 3.7347
H 2.7150 4.3724 4.4631
H 2.3686 2.7636 5.1465
H 1.1466 2.0539 3.2426
H 0.5496 3.6535 3.7612
H -1.4144 5.4440 2.4750
H 0.0243 6.0000 1.5618
H -2.6450 5.2848 0.3894
H -1.9096 6.9794 0.6605
H -1.3141 5.9343 -0.5953
H -0.0485 4.1814 -1.8596
H 1.2641 5.3492 -2.0920
H 1.5673 2.2651 -2.1227
H 1.9261 3.4160 -3.4740
H 2.9597 3.2739 -2.0869

Results
**Kohn-Sham gap**: 8.873 eV
**Total charge**: +1
**Energy relative to the best compared isomer or geometry (same formula, charge and spin)**: 2.770 eV

=====

no.,largest force on an atom (eV Å⁻¹)
1,2.6
2,2.9
3,5.0
4,2.3
5,1.0
6,4.3